The following is a DFT calculation (ωB97M-V with the def2-TZVPD basis set) of a 2-piece molecular cluster, C8H13ISi overall at a distorted geometry.

Atoms and positions in Å:
I -5.248 0.293 0.370
Si 0.723 0.632 -0.133
C -0.134 -2.298 0.546
C 0.381 1.414 1.651
C 2.632 0.240 0.020
C -2.093 0.650 -0.294
C 0.109 -1.113 -0.226
C -0.983 -1.956 -0.709
C 0.331 1.552 -1.678
C -3.240 0.563 0.066
H -1.947 -1.598 -0.572
H 0.161 2.582 -1.490
H -0.504 -2.235 1.560
H 0.551 -3.158 0.565
H -0.099 0.545 2.190
H 1.275 1.673 2.305
H 2.643 -0.351 1.032
H -0.968 -2.453 -1.698
H 3.394 1.001 -0.028
H -0.325 2.261 1.647
H 2.966 -0.638 -0.548
H 0.917 1.432 -2.647
H -0.544 0.959 -1.930

Results
- HOMO: -8.36 eV
- Relative energy (zero: lowest compared OMol25 entry of this formula, charge and spin): 71.8 kcal/mol

Formally, the Mulliken partial charges of the atoms, in units of the elementary charge, are as follows: I 0.110; Si 0.624; C -0.275; C -1.007; C -1.185; C -0.013; C 0.317; C -0.371; C -1.023; C -0.894; H 0.154; H 0.367; H 0.243; H 0.233; H 0.277; H 0.315; H 0.249; H 0.205; H 0.342; H 0.344; H 0.352; H 0.273; H 0.362